1.
{"formula": "F3H2PSi", "method": "ωB97M-V/def2-TZVPD", "energy_ev": -25353.5124, "charge": 0, "molar_mass_g_mol": 118.07, "spin_multiplicity": 1, "e_lumo_ha": [-0.0640, -0.0647], "gap_ev": [7.43, 7.41], "relative_energy_kcal_mol": 60.9, "elements": ["H", "Si", "F", "F", "H", "F", "P"], "coordinates": [[-0.043, 0.303, 0.333], [-1.442, -0.013, 0.111], [-1.420, -1.633, 0.134], [-2.124, 0.330, -1.230], [4.383, 0.147, -0.625], [-2.450, 0.352, 1.254], [3.097, 0.514, 0.024]], "forces_ev_per_angstrom": [[-0.134, 0.691, -0.115], [0.237, -3.089, 0.983], [0.084, 0.904, -0.042], [-0.212, 0.855, -1.209], [-1.048, 0.298, 0.528], [0.008, 0.638, 0.386], [1.064, -0.297, -0.530]]}

2.
{"formula": "C22H76N6O16", "method": "ωB97M-V/def2-TZVPD", "energy_ev": -65740.1514, "charge": 0, "molar_mass_g_mol": 680.88, "spin_multiplicity": 1, "e_lumo_ha": 0.0135, "gap_ev": 9.56, "relative_energy_kcal_mol": 48.9, "elements": ["C", "H", "N", "O", "N", "C", "O", "H", "H", "C", "H", "H", "C", "H", "H", "H", "O", "C", "C", "C", "H", "H", "C", "C", "H", "H", "H", "H", "H", "C", "H", "H", "H", "H", "H", "O", "H", "H", "H", "C", "H", "H", "H", "H", "C", "H", "H", "H", "O", "H", "C", "H", "H", "H", "H", "H", "N", "H", "O", "H", "C", "H", "H", "H", "H", "H", "C", "H", "H", "H", "H", "H", "O", "H", "H", "O", "C", "H", "H", "H", "O", "H", "O", "O", "C", "H", "H", "O", "C", "H", "H", "H", "N", "C", "H", "O", "H", "C", "H", "H", "H", "O", "C", "H", "H", "H", "H", "H", "H", "H", "H", "N", "O", "C", "H", "H", "H", "H", "O", "N"], "coordinates": [[-0.262, -0.150, -0.177], [3.159, 2.932, -3.634], [1.574, 1.659, -5.119], [3.071, 0.594, 3.456], [2.907, 1.967, -3.412], [-4.806, 1.338, -1.145], [-5.942, 2.012, 0.780], [-2.479, 2.096, 4.346], [-4.672, 3.354, -0.217], [-0.589, -1.985, 3.599], [0.979, 0.635, 3.422], [5.196, -2.983, 1.284], [1.451, -3.686, -2.954], [4.217, -1.520, -3.669], [-3.293, -3.267, 2.635], [-4.893, -2.921, 2.676], [-3.094, 0.528, -3.700], [-1.719, 0.186, -3.674], [-0.180, -3.418, 4.031], [-2.001, 1.752, 3.430], [-5.665, 0.551, -1.282], [1.940, -3.528, -2.049], [-2.146, 4.207, 0.191], [0.465, 3.464, -2.427], [-0.930, -3.815, 4.742], [-1.156, 1.061, -3.151], [-1.426, 3.708, 1.980], [0.548, 2.424, -2.251], [-0.398, -1.332, 4.450], [1.825, -0.004, 3.082], [-0.285, -0.244, -1.267], [-5.767, 2.589, 1.488], [1.638, -0.986, 3.495], [-6.071, 2.961, -1.046], [-4.115, -3.675, 1.198], [1.137, -3.585, 4.537], [-0.962, -2.917, 0.773], [-4.596, 1.527, -2.220], [0.878, -4.596, -3.124], [5.549, -2.428, -2.094], [2.275, -3.687, -3.685], [2.378, 2.865, 1.323], [-3.105, -0.934, 1.923], [-2.302, 6.207, -0.141], [-5.349, 2.587, -0.399], [-2.805, 1.469, 1.516], [0.584, -0.807, 0.243], [-1.313, -0.273, 0.116], [0.107, 1.215, -0.048], [3.808, 1.207, 0.938], [3.720, 0.665, 0.004], [-1.542, 5.476, 1.635], [-1.536, 0.728, 3.426], [1.942, 2.605, -5.434], [-2.458, -3.891, -0.413], [-3.841, 0.919, 2.829], [3.467, -3.188, 2.979], [-3.433, -0.067, -4.307], [3.431, -1.629, -1.707], [0.366, -2.939, -0.448], [1.739, 3.696, 0.987], [4.280, -3.634, 3.392], [2.553, -1.320, -1.939], [-0.655, 1.761, -0.193], [-1.350, 0.022, -4.668], [0.715, 3.395, 1.187], [-1.580, -3.581, -0.994], [-1.648, -1.940, 3.375], [-1.685, -2.674, -1.544], [4.700, 0.695, -0.509], [0.260, 3.088, -4.302], [1.101, -4.275, 5.158], [-4.979, -0.831, 1.066], [-0.280, -4.102, 3.238], [3.502, -0.372, 0.369], [0.033, 3.800, -3.717], [-3.137, 1.730, 2.475], [6.004, -1.840, -1.285], [1.746, 1.159, -0.298], [-0.198, 4.033, -1.746], [0.656, -2.489, -3.246], [3.727, -0.154, 3.655], [2.645, 1.177, -0.814], [2.016, 4.879, 1.628], [-3.765, -1.482, 1.328], [2.917, 5.161, 1.469], [2.951, 1.719, -2.435], [-2.000, 2.964, -0.325], [-0.506, -3.463, -0.013], [2.505, -3.271, 3.460], [1.724, -0.187, 2.058], [-3.864, 0.938, -0.762], [4.272, -2.560, 1.142], [4.445, -1.427, -2.610], [1.042, 1.151, -5.818], [2.009, -2.505, 1.286], [-2.952, 5.165, -1.345], [1.929, 1.198, -3.952], [1.410, 3.915, -2.261], [-1.438, -4.372, -1.675], [-3.703, 2.655, 2.242], [1.535, -0.025, -3.443], [3.218, -2.738, 1.760], [5.148, -3.308, -1.589], [1.228, -1.741, -3.355], [4.057, -2.231, 0.175], [0.056, -1.722, 2.769], [-0.344, 2.769, 3.781], [1.831, 3.799, -0.094], [-3.183, -1.634, 0.430], [-1.442, -0.769, -3.058], [-1.858, 4.513, 1.404], [-0.964, 2.581, 3.063], [-4.060, -2.915, 1.987], [-4.868, 0.084, 0.922], [4.856, -0.437, -2.564], [0.714, -4.806, 0.433], [6.332, -2.747, -2.836], [-0.208, -4.788, 0.202], [-2.671, 5.257, -0.388]], "forces_ev_per_angstrom": [[0.835, 0.014, -1.429], [-0.684, -0.758, -0.287], [-1.325, 2.209, -3.772], [1.116, -1.841, 0.380], [-0.047, -0.865, 1.297], [-1.149, -0.122, -1.823], [-0.143, -0.227, -1.077], [0.616, -0.475, 0.749], [1.557, 1.042, 0.647], [1.184, -1.237, 1.011], [0.698, -0.156, -0.224], [-1.069, 0.412, 0.329], [-0.179, 1.778, -2.834], [-0.581, -0.653, -0.104], [1.319, 0.022, 0.331], [-0.755, 0.253, -0.436], [1.357, 1.193, 1.531], [1.609, 0.312, 2.776], [-1.874, 0.161, 0.426], [-0.490, -1.432, 0.823], [1.666, 1.277, 0.992], [0.391, -0.537, 2.029], [0.760, -5.855, -2.435], [-0.846, 2.150, 0.517], [0.405, 0.431, 0.261], [-0.922, -1.498, -1.092], [-0.478, 1.775, -0.735], [-0.397, -1.015, 0.492], [-0.002, 0.245, -0.046], [-0.502, 0.541, 1.704], [0.123, -1.095, 0.011], [0.116, 1.067, 1.544], [0.554, -0.021, 0.639], [-1.830, 0.982, -0.881], [-0.558, 0.196, 0.246], [0.030, 1.988, -0.683], [0.355, 0.501, 1.660], [0.144, 0.429, 0.693], [-0.186, 0.271, 0.553], [0.549, 1.016, -0.463], [-0.094, -0.335, -0.055], [-0.067, 0.172, -0.077], [0.810, 1.139, 1.528], [-0.813, -1.587, -0.294], [-0.041, -4.163, -0.438], [0.563, -0.744, -1.536], [-1.787, 0.784, -0.255], [0.465, -0.547, 0.740], [1.323, -0.389, 1.322], [0.112, 0.623, 0.132], [-0.798, -0.759, 0.643], [-0.646, -1.294, -0.141], [-0.943, 0.505, 0.741], [-0.639, -2.037, 0.586], [-0.340, 0.441, -0.461], [0.557, 1.043, -0.383], [-4.457, -0.824, 3.928], [-1.641, -1.702, -1.771], [-0.969, -0.697, 1.004], [-0.420, -0.027, 0.512], [-0.019, -1.562, -0.837], [-0.296, 0.423, -0.712], [-0.011, 0.775, -0.439], [-0.989, 1.085, -0.103], [0.435, 0.080, -0.569], [-0.074, 0.116, 0.131], [-1.925, 0.471, -0.107], [-0.047, -0.157, -0.265], [-0.706, 0.788, -0.384], [-0.702, -0.002, -0.089], [-0.077, -0.456, -0.383], [0.124, -1.320, 1.224], [-0.451, -1.934, 0.623], [-0.133, -0.593, -1.597], [0.199, 0.903, -0.761], [-0.447, 0.441, -0.666], [-1.758, -0.492, -0.232], [0.482, -0.362, -0.169], [1.657, 0.261, -1.212], [0.081, -1.017, -0.049], [-0.697, -2.325, 0.492], [-1.554, 1.643, -0.526], [-0.320, -0.438, 1.578], [-0.056, 1.644, 1.126], [-1.014, -2.555, 0.015], [0.093, -0.130, -0.078], [0.509, 0.156, 0.963], [-1.178, 5.223, 1.793], [0.700, 0.661, -2.308], [2.322, -0.471, -0.063], [0.096, 0.225, -1.859], [-0.347, -0.141, 0.251], [5.794, 2.083, -7.772], [1.574, -1.390, -0.400], [0.110, -0.075, 0.643], [3.852, -0.614, 1.731], [0.110, 0.008, -0.441], [0.841, -5.179, 2.463], [1.338, 0.259, 0.228], [0.599, -0.845, -0.985], [0.411, -0.189, 0.966], [1.765, 6.376, -2.368], [-6.632, -0.924, 1.774], [-0.366, -0.034, -0.520], [0.454, 0.728, -0.317], [0.806, -0.413, 0.573], [-0.384, 0.265, -0.322], [-0.272, -0.232, -0.148], [0.088, -0.172, -0.127], [-0.007, -0.314, -0.673], [-0.782, 1.543, -1.034], [3.106, -1.028, 5.078], [1.439, 1.608, -0.512], [0.305, 1.226, -1.198], [0.176, 1.705, -0.309], [0.263, 0.868, 0.334], [0.623, -0.323, 0.468], [-0.785, 0.507, 0.670], [1.011, -1.639, 1.573], [-0.871, 3.175, -3.206]]}

3.
{"formula": "C19H28N4O4S2", "method": "ωB97M-V/def2-TZVPD", "energy_ev": -55977.9400, "smiles": "CCCCN(CCCC)S(=O)(=O)c1ccc(C(=O)Nc2nnc(CSC)o2)cc1", "charge": 0, "molar_mass_g_mol": 440.59, "spin_multiplicity": 1, "e_lumo_ha": -0.0016, "gap_ev": 9.10, "relative_energy_kcal_mol": 33.4, "elements": ["H", "O", "H", "C", "N", "H", "H", "C", "C", "H", "H", "H", "C", "H", "C", "C", "H", "H", "C", "C", "H", "H", "C", "H", "N", "C", "O", "N", "H", "H", "S", "H", "H", "C", "H", "H", "C", "H", "H", "S", "N", "H", "O", "H", "H", "C", "C", "O", "C", "C", "C", "H", "H", "H", "C", "H", "C"], "coordinates": [[2.338, 3.121, -1.240], [3.466, 0.544, -0.582], [-1.724, -1.882, 0.391], [0.597, 0.875, 3.997], [4.594, 1.549, -2.414], [1.690, 0.068, -4.164], [-1.416, -1.458, -1.300], [0.017, 0.521, -2.899], [-0.440, 1.311, -1.862], [-0.667, -0.162, -3.376], [2.158, 0.059, 1.671], [-0.022, 2.872, -0.482], [1.322, 0.660, -3.339], [-3.375, -2.443, 1.901], [3.025, -0.589, 1.548], [3.955, -0.028, 0.562], [0.522, 1.224, 5.024], [0.964, -0.149, 4.012], [1.590, -1.833, -0.516], [4.598, 0.934, -1.201], [-0.029, 1.024, 1.284], [5.521, 1.723, -2.788], [1.693, 2.380, -1.689], [-5.111, -2.666, 2.090], [5.240, 0.023, 0.603], [-4.288, -2.724, 1.381], [-2.554, 2.443, -0.800], [5.662, 0.637, -0.520], [-1.484, 0.360, 3.886], [1.323, 1.500, 3.481], [-2.163, 1.179, -1.349], [-4.190, -3.757, 1.056], [-0.383, -0.608, 1.878], [-4.555, -1.814, 0.186], [3.541, -0.740, 2.493], [0.992, -2.698, -0.782], [-0.728, 0.429, 1.878], [0.955, -0.963, -0.381], [-2.825, -0.075, 1.837], [2.411, -2.246, 1.050], [-2.166, 0.071, -0.129], [-3.806, -1.338, -1.767], [-2.881, 0.643, -2.467], [-2.458, 1.549, 1.231], [-4.650, -0.778, 0.513], [-2.120, 0.511, 1.242], [-0.764, 0.949, 3.315], [3.756, 2.130, -4.410], [2.166, 1.582, -2.728], [-2.116, -1.334, -0.468], [3.538, 1.779, -3.279], [-3.332, -2.942, -1.184], [2.329, -1.648, -1.291], [-5.508, -2.102, -0.264], [0.384, 2.242, -1.258], [-1.114, 1.984, 3.310], [-3.476, -1.899, -0.893]], "forces_ev_per_angstrom": [[0.050, 0.053, 0.075], [0.228, 0.039, -0.117], [0.126, 0.096, -0.019], [-0.275, 0.064, -0.008], [0.078, 0.266, -0.311], [0.011, -0.045, -0.096], [0.078, -0.203, 0.119], [-0.082, -0.106, -0.081], [-0.608, -0.034, 0.014], [-0.026, -0.089, -0.123], [0.077, 0.078, 0.144], [0.027, 0.137, 0.083], [0.198, 0.145, 0.113], [0.125, -0.020, 0.128], [-0.501, -0.535, -0.404], [0.711, 0.090, 0.267], [0.093, 0.022, 0.114], [0.088, -0.111, 0.009], [0.349, -0.031, 0.354], [0.472, -0.530, 0.957], [0.060, -0.025, -0.039], [-0.168, -0.019, 0.005], [-0.098, -0.094, -0.175], [-0.014, -0.048, 0.130], [-0.775, -0.591, 1.194], [-0.140, 0.200, -0.150], [0.243, 0.003, 0.148], [0.199, 0.808, -1.558], [-0.098, 0.037, 0.031], [0.121, 0.052, -0.039], [0.295, -0.190, 0.271], [0.032, -0.132, 0.017], [0.121, -0.059, -0.061], [0.185, -0.216, -0.061], [-0.006, 0.124, -0.019], [-0.095, -0.052, -0.045], [-0.410, 0.097, 0.181], [-0.137, 0.086, -0.076], [-0.058, 0.023, -0.077], [-0.062, 0.102, 0.056], [-0.245, 0.764, -0.812], [0.040, -0.155, -0.026], [0.221, -0.210, -0.024], [-0.056, -0.109, 0.278], [-0.110, 0.069, -0.006], [0.357, 0.385, 0.435], [0.252, -0.140, -0.191], [-0.059, 0.015, -0.190], [-0.500, 0.103, -0.169], [-0.255, -0.438, -0.532], [0.105, -0.080, 0.140], [0.001, -0.061, -0.064], [-0.079, 0.032, -0.097], [-0.029, 0.110, 0.008], [0.070, 0.174, 0.107], [-0.096, 0.029, 0.040], [-0.033, 0.124, 0.151]]}

4.
{"formula": "C9H9OP", "method": "ωB97M-V/def2-TZVPD", "energy_ev": -20810.2407, "charge": 0, "molar_mass_g_mol": 164.14, "spin_multiplicity": 1, "e_lumo_ha": 0.0297, "gap_ev": 10.07, "relative_energy_kcal_mol": 77.1, "elements": ["C", "H", "H", "H", "H", "C", "C", "C", "H", "H", "C", "H", "H", "C", "C", "C", "O", "H", "P", "C"], "coordinates": [[-3.016, -0.073, 0.207], [-2.654, -0.619, -1.825], [1.744, -0.506, 2.039], [2.579, -2.581, -2.191], [-0.413, -0.748, -1.821], [-2.279, 0.497, 1.287], [-0.890, 0.660, 1.303], [-2.260, -0.334, -0.892], [-0.342, 1.091, 2.107], [1.608, 1.739, -1.517], [2.368, -1.814, -1.563], [-4.167, -0.171, 0.344], [-2.724, 1.001, 2.177], [1.657, 0.352, -0.119], [-0.885, -0.211, -1.045], [-0.227, 0.194, 0.145], [1.971, 1.598, -0.643], [3.554, 0.142, 1.338], [2.310, 0.628, 1.558], [2.068, -0.846, -0.890]], "forces_ev_per_angstrom": [[-0.814, 1.425, 2.569], [-1.411, -0.726, -0.782], [-0.179, -1.337, 0.793], [0.570, -1.845, -1.301], [0.690, 0.160, -0.986], [-0.255, 0.946, 1.159], [-0.249, -1.424, -2.855], [0.026, -0.396, -1.959], [0.082, 0.291, 0.567], [-0.194, -0.148, -0.428], [-1.018, 3.254, 2.238], [2.343, 0.097, -0.733], [-0.374, -0.972, -0.794], [-3.399, -0.736, 0.796], [-0.121, 0.232, 4.554], [3.472, 0.616, -1.830], [0.138, 0.376, -0.922], [1.365, -0.689, -0.126], [-0.778, 1.108, 0.547], [0.104, -0.233, -0.509]]}

5.
{"formula": "H28NO17", "method": "ωB97M-V/def2-TZVPD", "energy_ev": -36751.9878, "charge": -1, "molar_mass_g_mol": 314.21, "spin_multiplicity": 1, "e_lumo_ha": 0.0749, "gap_ev": 8.83, "relative_energy_kcal_mol": 21.1, "elements": ["H", "H", "O", "H", "H", "H", "O", "H", "H", "N", "H", "O", "H", "O", "O", "O", "H", "H", "H", "O", "O", "H", "H", "O", "H", "H", "H", "H", "O", "H", "O", "H", "H", "H", "H", "O", "H", "O", "H", "H", "O", "H", "O", "H", "O", "O"], "coordinates": [[0.527, -0.488, 2.614], [2.186, 0.265, 0.580], [-2.459, 0.167, 2.399], [3.410, -0.534, -2.502], [-0.537, 2.419, 3.542], [0.637, 1.507, -1.192], [3.001, 0.593, 0.978], [-0.656, 3.675, -0.862], [1.706, -3.905, -0.653], [0.128, -0.419, -0.159], [-1.126, 2.308, -0.142], [0.856, -0.876, 0.703], [-1.996, 1.659, -2.434], [0.306, 0.079, -4.082], [0.750, -3.512, 2.194], [1.198, 3.215, 1.126], [-0.252, -0.879, 3.812], [1.381, -2.827, 2.000], [0.477, -2.917, -0.762], [0.756, -3.812, -0.886], [-2.144, 0.694, -2.400], [-1.341, 0.205, -2.444], [-1.751, 0.822, 2.239], [-0.999, 2.428, 2.704], [1.047, -4.244, 1.720], [3.156, 0.039, 1.757], [-0.291, 2.681, 2.056], [0.784, 4.106, 1.052], [0.543, -0.404, 3.554], [-2.665, -0.162, 1.581], [1.361, 1.961, -1.591], [-3.164, -1.195, -0.298], [0.913, -0.279, -3.454], [2.233, -1.440, -2.182], [-1.595, -2.362, -0.547], [-0.414, 0.679, 0.023], [1.487, 2.904, 0.248], [2.591, -0.549, -2.005], [0.615, 0.983, -4.243], [-2.174, -2.859, 0.692], [-2.380, -2.840, -0.251], [1.999, 1.313, -1.898], [-0.370, -1.188, -0.953], [-2.979, 0.167, -0.875], [-3.368, -0.288, -0.107], [-1.399, 3.094, -0.661]], "forces_ev_per_angstrom": [[0.028, 0.171, -1.301], [0.180, -0.165, 0.464], [1.506, 1.112, 3.630], [0.343, 0.068, -0.029], [0.131, -0.270, 0.243], [-1.041, -0.717, 0.456], [0.978, 0.309, 0.136], [0.065, -0.610, 0.299], [-1.137, 0.503, -0.184], [-3.522, -0.017, 3.216], [0.099, 0.870, -0.502], [2.295, -0.571, 0.774], [0.407, -0.844, 0.271], [-0.527, 0.570, -0.964], [-0.922, 1.300, 1.562], [-0.366, 1.058, 0.155], [-0.190, 0.075, 0.084], [0.184, 0.648, -0.092], [-0.074, 1.282, 0.351], [1.462, -1.868, -0.301], [-1.845, 1.167, -0.273], [1.214, -0.178, -0.161], [-0.489, -0.115, 0.391], [0.629, 0.794, -0.831], [0.526, -1.937, -1.351], [-0.341, 0.244, -0.318], [-0.502, -0.493, 0.615], [0.654, -1.009, -0.328], [0.185, -0.105, 1.257], [-1.202, -1.124, -3.572], [1.171, 1.610, -0.786], [-0.065, -1.136, -0.065], [0.725, -0.252, 0.771], [0.042, 0.422, 0.332], [0.018, 0.006, -0.516], [1.006, 1.028, -0.554], [-0.137, 0.175, 0.121], [-0.340, -0.814, -0.401], [-0.152, -0.288, 0.218], [-0.339, -0.302, 0.211], [0.170, -0.262, 0.454], [-0.109, -0.289, 0.276], [0.156, -1.317, -3.535], [-0.019, 0.237, 0.064], [-0.366, 0.917, -0.170], [-0.487, 0.116, -0.116]]}